Computed, not measured: C3H2HoLiO2 as an isolated structure in a non-equilibrium geometry, with the ωB97M-V functional and the def2-TZVPD basis.

Properties
Gap between HOMO and LUMO (alpha / beta) = 7.72 / 6.49 eV
LUMO level (alpha / beta) = -13.7 / -15.8 eV
E = -33201.6603 eV

Structure (ORCA input):
```
! RIJCOSX wB97M-V def2-TZVPD def2/J DEFGRID3
* xyz 3 6
C -2.797 -1.094 -0.023
C -2.774 0.156 0.244
H -3.456 -1.749 0.556
H -3.420 1.006 0.035
O -1.206 1.143 0.420
C -0.415 1.023 -0.531
O 0.160 -0.048 -0.808
Li -1.002 -1.821 -0.872
Ho 2.395 0.130 0.806
*
```

Computed, not measured: C24H54N8O2PSTl as an isolated structure, with the ωB97M-V functional and the def2-TZVPD basis.

Properties
Gap between HOMO and LUMO = 5.95 eV
LUMO level = -7.3 eV
E = -66581.4095 eV
Relative energy (zero: lowest compared OMol25 entry of this formula, charge and spin) = 73.58 kJ/mol

Structure (ORCA input):
```
! RIJCOSX wB97M-V def2-TZVPD def2/J DEFGRID3
* xyz 2 1
Tl -0.112 0.202 0.229
N -1.946 2.014 0.109
C -2.356 2.887 1.225
C -1.236 3.826 1.643
C -0.012 3.124 2.209
N 0.816 2.510 1.148
H -1.624 2.575 -0.675
H -2.736 1.462 -0.211
H -2.651 2.254 2.064
H -3.227 3.488 0.950
H -1.631 4.495 2.407
H -0.939 4.451 0.792
H -0.341 2.334 2.890
H 0.573 3.847 2.781
H 1.756 2.340 1.486
H 0.889 3.130 0.346
N 0.474 -1.597 -1.911
C 1.038 -2.914 -2.291
C 2.565 -2.904 -2.481
C 3.386 -3.434 -1.298
C 3.757 -2.365 -0.276
N 2.566 -1.611 0.166
H -0.539 -1.642 -1.965
H 0.789 -0.886 -2.567
H 0.580 -3.252 -3.223
H 0.751 -3.639 -1.525
H 2.892 -1.891 -2.743
H 2.790 -3.532 -3.342
H 4.308 -3.889 -1.663
H 2.822 -4.226 -0.795
H 4.481 -1.663 -0.689
H 4.220 -2.851 0.586
H 2.383 -0.859 -0.488
H 1.759 -2.225 0.109
O -1.638 -0.697 1.762
N -2.601 -1.409 1.327
N -2.791 -1.385 0.072
O -2.066 -0.656 -0.751
C -3.833 -2.227 -0.470
C -4.713 -2.892 0.378
C -5.661 -3.736 -0.170
C -5.737 -3.915 -1.546
C -4.866 -3.232 -2.379
C -3.911 -2.380 -1.844
H -4.650 -2.747 1.445
H -6.344 -4.262 0.483
H -6.473 -4.587 -1.966
H -4.921 -3.361 -3.452
H -3.224 -1.842 -2.482
C -2.298 -0.519 -5.959
C -2.543 0.807 -5.257
N -1.688 0.903 -4.067
C -1.079 1.953 -3.531
S 0.184 1.693 -2.365
N -1.339 3.217 -3.838
C -2.334 3.851 -4.716
C -1.711 4.374 -6.002
H -2.883 -0.554 -6.876
H -2.601 -1.362 -5.335
H -1.246 -0.625 -6.227
H -3.592 0.887 -4.967
H -2.294 1.617 -5.937
H -1.460 0.024 -3.632
H -0.686 3.867 -3.429
H -2.754 4.685 -4.153
H -3.144 3.161 -4.918
H -0.920 5.093 -5.785
H -2.470 4.875 -6.602
H -1.280 3.565 -6.595
C 4.433 -0.085 3.598
C 3.653 0.053 2.287
P 1.970 -0.696 2.278
C 1.279 0.129 3.803
C -0.068 -0.320 4.348
C 2.148 -2.421 2.861
C 0.933 -3.306 2.558
H 5.444 0.287 3.436
H 4.512 -1.123 3.919
H 4.001 0.501 4.406
H 4.216 -0.407 1.480
H 3.536 1.113 2.042
H 1.281 1.204 3.603
H 2.050 -0.074 4.549
H -0.844 -0.314 3.590
H -0.378 0.359 5.143
H -0.012 -1.323 4.772
H 2.298 -2.352 3.940
H 3.050 -2.843 2.420
H 0.007 -2.847 2.906
H 1.045 -4.269 3.054
H 0.830 -3.498 1.487
*
```

Computed, not measured: C44H58KNO5S2Se as an isolated structure, with the ωB97M-V functional and the def2-TZVPD basis.

Properties
Gap between HOMO and LUMO = 6.26 eV
LUMO level = 0.0 eV
E = -161637.5302 eV
Relative energy (zero: lowest compared OMol25 entry of this formula, charge and spin) = 0.00 kJ/mol

Structure (ORCA input):
```
! RIJCOSX wB97M-V def2-TZVPD def2/J DEFGRID3
* xyz 0 1
K 0.919 -0.256 -0.904
C 0.540 2.861 7.019
C 1.685 3.227 6.064
C 1.508 4.686 5.620
C 3.002 3.126 6.835
C 1.658 2.306 4.845
C 0.568 2.309 3.990
C 0.536 1.491 2.871
Se -1.015 1.518 1.754
C -1.937 0.062 2.582
C -2.240 0.143 3.932
C -2.833 -0.914 4.604
C -3.142 -2.059 3.873
C -2.860 -2.198 2.518
C -2.248 -1.105 1.898
O -1.872 -1.255 0.563
C -3.184 -3.495 1.764
C -3.869 -4.520 2.675
C -4.145 -3.212 0.599
C -1.892 -4.147 1.245
C -3.110 -0.790 6.101
C -1.786 -0.525 6.832
C -4.072 0.382 6.341
C -3.737 -2.057 6.685
C 1.609 0.642 2.484
O 1.584 -0.010 1.380
C 2.707 0.597 3.410
C 2.691 1.415 4.529
C 3.872 -0.360 3.138
C 3.341 -1.800 3.059
C 4.932 -0.320 4.241
C 4.572 0.009 1.820
H 0.548 3.505 7.903
H -0.429 2.978 6.527
H 0.628 1.822 7.346
H 1.530 5.356 6.484
H 2.310 4.977 4.937
H 0.558 4.835 5.105
H 2.991 3.832 7.669
H 3.153 2.126 7.247
H 3.856 3.368 6.200
H -0.282 2.958 4.178
H -1.975 1.051 4.459
H -3.607 -2.885 4.384
H -4.823 -4.151 3.059
H -4.071 -5.422 2.096
H -3.237 -4.802 3.518
H -5.056 -2.733 0.962
H -3.697 -2.572 -0.158
H -4.424 -4.153 0.119
H -1.219 -4.367 2.076
H -2.134 -5.088 0.745
H -1.365 -3.512 0.538
H -1.332 0.416 6.521
H -1.956 -0.476 7.911
H -1.067 -1.321 6.631
H -3.655 1.320 5.973
H -5.023 0.212 5.832
H -4.269 0.496 7.410
H -3.082 -2.922 6.563
H -3.906 -1.915 7.754
H -4.701 -2.282 6.223
H 3.541 1.373 5.194
H 2.887 -2.086 4.011
H 2.592 -1.889 2.275
H 4.162 -2.493 2.851
H 4.520 -0.604 5.212
H 5.726 -1.029 3.996
H 5.388 0.669 4.335
H 3.869 -0.011 0.991
H 5.004 1.011 1.889
H 5.385 -0.695 1.616
O 2.636 -0.074 -2.691
S 3.412 0.974 -3.434
C 2.211 2.249 -3.919
C 1.038 1.633 -4.668
C -0.172 2.580 -4.774
C -1.279 2.356 -3.745
S -0.957 2.749 -2.012
O 0.308 2.033 -1.633
C -0.461 4.468 -2.182
C -1.154 5.389 -2.956
C -0.742 6.713 -2.971
C 0.349 7.114 -2.212
C 1.031 6.189 -1.434
C 0.627 4.862 -1.413
C 4.276 1.978 -2.231
C 5.585 2.336 -2.513
C 6.288 3.119 -1.606
C 5.683 3.515 -0.423
C 4.375 3.137 -0.141
C 3.661 2.370 -1.048
H 2.769 2.958 -4.537
H 1.885 2.744 -3.008
H 0.740 0.708 -4.171
H 1.364 1.358 -5.674
H -0.643 2.439 -5.749
H 0.158 3.623 -4.751
H -1.568 1.303 -3.696
H -2.181 2.915 -4.004
H -2.009 5.088 -3.549
H -1.274 7.432 -3.580
H 0.665 8.148 -2.225
H 1.881 6.498 -0.839
H 1.154 4.129 -0.818
H 6.053 1.997 -3.430
H 7.311 3.401 -1.817
H 6.236 4.110 0.292
H 3.913 3.419 0.796
H 2.644 2.078 -0.815
O -1.676 -0.357 -1.303
N -2.217 -0.217 -0.262
*
```